[1]
Entry from the Open Molecules 2025 dataset: a structure of composition C38H40N4OsPSi (the ωB97M-V functional and the def2-TZVPD basis).

Values from the calculation:
Electronic energy, a.u.: -2411.76468
HOMO-LUMO gap (alpha / beta), eV: 6.51 / 6.51

```
! wB97M-V def2-TZVPD RIJCOSX def2/J DEFGRID3
* xyz 3 1
Os -0.553 -0.402 0.720
N 0.004 0.247 -1.215
C -0.262 1.657 -1.480
C 0.391 2.408 -2.414
C -0.048 3.730 -2.654
C -1.140 4.232 -2.003
C -1.827 3.453 -1.037
C -2.997 3.862 -0.357
C -3.586 3.000 0.525
C -2.974 1.768 0.801
N -1.861 1.365 0.221
C -1.335 2.173 -0.745
H 0.975 0.011 -1.425
H -0.548 -0.327 -1.865
H 1.209 1.995 -2.994
H 0.469 4.330 -3.389
H -1.498 5.230 -2.223
H -3.421 4.840 -0.551
H -4.500 3.259 1.041
H -3.416 1.103 1.535
N 1.365 0.578 0.999
C 2.587 -0.176 0.686
C 3.793 0.492 0.560
C 4.958 -0.247 0.403
C 4.918 -1.636 0.396
C 3.705 -2.297 0.511
C 2.525 -1.564 0.639
P 0.888 -2.300 0.596
C 0.911 -3.827 1.537
C 1.710 -3.916 2.682
C 1.736 -5.089 3.415
C 0.965 -6.174 3.018
C 0.176 -6.092 1.879
C 0.146 -4.922 1.134
C 0.589 -2.713 -1.155
C -0.675 -3.154 -1.564
C -0.935 -3.389 -2.909
C 0.062 -3.190 -3.856
C 1.329 -2.786 -3.453
C 1.597 -2.553 -2.111
H 1.409 1.492 0.543
H 1.417 0.782 1.997
H 3.836 1.574 0.612
H 5.906 0.267 0.307
H 5.834 -2.203 0.294
H 3.669 -3.380 0.490
H 2.331 -3.084 2.990
H 2.367 -5.162 4.291
H 0.990 -7.092 3.591
H -0.404 -6.946 1.557
H -0.451 -4.886 0.232
H -1.450 -3.347 -0.838
H -1.912 -3.742 -3.215
H -0.140 -3.378 -4.903
H 2.119 -2.668 -4.184
H 2.595 -2.251 -1.817
C 1.455 -0.673 4.254
Si -0.403 -0.671 4.055
C -1.219 -2.335 3.869
C -1.187 0.292 5.438
C -0.847 0.485 2.546
H 1.726 -1.341 5.076
H 1.802 0.323 4.549
H 2.034 -0.990 3.384
H -1.001 -2.955 4.742
H -0.913 -2.898 2.986
H -2.305 -2.198 3.838
H -0.990 -0.233 6.378
H -2.271 0.370 5.330
H -0.773 1.297 5.530
H -1.901 0.746 2.642
H -0.298 1.416 2.715
N -2.324 -1.398 0.787
C -3.339 -1.942 0.839
C -4.562 -2.643 0.927
C -4.542 -3.984 1.340
C -5.737 -4.668 1.433
C -6.931 -4.025 1.119
C -6.947 -2.696 0.707
C -5.763 -1.993 0.606
H -3.604 -4.465 1.586
H -5.746 -5.702 1.751
H -7.863 -4.569 1.195
H -7.884 -2.213 0.468
H -5.759 -0.960 0.284
*
```

***

[2]
Entry from the Open Molecules 2025 dataset: a structure of composition C38H41BCl2N2O3PW (the ωB97M-V functional and the def2-TZVPD basis).

Values from the calculation:
<S²>: 2.017
Electronic energy, a.u.: -3161.43708
HOMO-LUMO gap (alpha / beta), eV: 6.62 / 7.05

```
! wB97M-V def2-TZVPD RIJCOSX def2/J DEFGRID3
* xyz 1 3
W 0.780 -0.998 0.377
C -2.103 3.681 -2.964
C -0.761 3.319 -2.908
C -0.402 2.089 -2.391
C -1.379 1.215 -1.909
C -2.717 1.575 -1.978
C -3.076 2.809 -2.509
P -0.813 -0.422 -1.355
C -2.324 -1.368 -1.016
C -3.106 -0.984 0.076
C -4.254 -1.689 0.398
C -4.623 -2.794 -0.358
C -3.841 -3.193 -1.431
C -2.694 -2.484 -1.762
C -0.056 -1.057 -2.865
C -0.660 -1.147 -4.092
C 0.082 -1.583 -5.206
C 1.411 -1.881 -5.071
C 2.067 -1.758 -3.824
C 3.452 -2.023 -3.668
C 4.043 -1.860 -2.451
C 3.281 -1.442 -1.333
C 1.930 -1.188 -1.410
C 1.320 -1.345 -2.700
H -2.387 4.640 -3.379
H -0.001 3.990 -3.288
H 0.638 1.780 -2.394
H -3.487 0.897 -1.635
H -4.121 3.083 -2.569
H -2.815 -0.137 0.688
H -4.854 -1.382 1.244
H -5.518 -3.347 -0.105
H -4.122 -4.058 -2.017
H -2.091 -2.808 -2.599
H -1.701 -0.873 -4.217
H -0.400 -1.669 -6.170
H 1.986 -2.205 -5.930
H 4.029 -2.345 -4.526
H 5.100 -2.055 -2.331
H 3.807 -1.345 -0.387
Cl -1.691 -2.213 2.886
C -0.737 -1.609 4.232
Cl 1.002 -1.529 3.840
H -0.845 -2.280 5.076
H -1.062 -0.601 4.449
N 6.446 3.799 1.961
C 5.574 3.095 1.717
C 4.478 2.211 1.414
C 3.585 2.524 0.397
C 2.541 1.658 0.144
N 2.362 0.528 0.842
C 3.239 0.226 1.810
C 4.308 1.036 2.137
H 3.694 3.426 -0.188
H 1.812 1.875 -0.619
H 3.081 -0.704 2.342
H 4.985 0.754 2.929
C 0.195 2.316 3.938
C -1.021 2.193 3.025
C -2.298 2.420 3.808
O -1.019 0.826 2.520
B -0.335 0.819 1.320
O -0.160 2.108 0.858
C -0.884 3.024 1.724
C -2.217 3.316 1.057
C -0.071 4.298 1.854
H 0.115 1.586 4.745
H 0.268 3.307 4.385
H 1.118 2.113 3.389
H -2.313 1.768 4.681
H -3.182 2.210 3.209
H -2.355 3.452 4.160
H -2.811 2.408 0.938
H -2.035 3.728 0.064
H -2.797 4.039 1.632
H 0.939 4.103 2.211
H -0.550 4.996 2.542
H -0.005 4.782 0.879
C 1.415 -4.903 1.409
C 0.400 -4.180 0.551
C 0.538 -4.471 -0.928
O 0.562 -2.768 0.768
H 1.270 -5.980 1.323
H 1.309 -4.623 2.457
H 2.428 -4.664 1.081
H -0.613 -4.411 0.894
H 1.544 -4.224 -1.275
H -0.180 -3.890 -1.509
H 0.355 -5.529 -1.115
*
```

***

[3]
Entry from the Open Molecules 2025 dataset: a structure of composition C38H41BrDyN3O3P at a distorted geometry (the ωB97M-V functional and the def2-TZVPD basis).

Values from the calculation:
<S²>: 9.166
Electronic energy, a.u.: -5663.12880
HOMO-LUMO gap (alpha / beta), eV: 4.46 / 4.53

```
! wB97M-V def2-TZVPD RIJCOSX def2/J DEFGRID3
* xyz -1 6
Dy -0.571 0.374 -0.067
Br 0.857 3.627 0.332
C -0.754 3.407 1.334
C -1.242 4.419 2.126
C -2.445 4.173 2.780
C -3.057 2.944 2.620
C -2.473 1.985 1.816
N -1.322 2.228 1.156
C -3.082 0.600 1.637
O -4.151 0.368 2.173
O -2.373 -0.221 0.951
H -0.718 5.359 2.212
H -2.886 4.944 3.397
H -3.984 2.692 3.116
C 0.676 3.034 -3.224
C -0.781 3.411 -3.506
C -1.485 4.050 -2.301
C -1.627 2.258 -4.024
C -2.277 2.497 -5.223
C -3.145 1.586 -5.807
C -3.370 0.402 -5.123
C -2.773 0.098 -3.910
C -3.245 -1.203 -3.274
C -4.207 -0.919 -2.115
C -2.125 -2.134 -2.804
C -1.840 1.022 -3.267
N -1.251 0.755 -2.094
H 1.249 3.904 -2.880
H 1.142 2.651 -4.137
H 0.721 2.253 -2.473
H -0.754 4.168 -4.298
H -1.568 3.313 -1.504
H -2.496 4.349 -2.589
H -0.948 4.934 -1.940
H -2.100 3.449 -5.722
H -3.640 1.797 -6.748
H -4.060 -0.324 -5.550
H -3.806 -1.741 -4.046
H -3.681 -0.407 -1.313
H -4.622 -1.851 -1.713
H -5.034 -0.286 -2.446
H -1.606 -1.628 -1.998
H -1.412 -2.334 -3.607
H -2.545 -3.084 -2.448
C 0.848 -3.426 1.116
C 1.463 -2.818 -0.129
O 0.516 -2.026 -0.848
H 1.597 -3.988 1.679
H 0.022 -4.096 0.862
H 0.471 -2.613 1.735
H 1.861 -3.595 -0.789
H 2.267 -2.140 0.145
H -0.191 -2.608 -1.145
N 1.126 -0.070 1.403
P 1.528 0.566 2.739
C 2.529 -0.486 3.902
C 3.680 -0.075 4.572
C 4.278 -0.899 5.518
C 3.734 -2.140 5.812
C 2.590 -2.564 5.146
C 1.996 -1.740 4.204
C 2.632 2.046 2.670
C 2.461 3.297 3.249
C 3.407 4.297 3.062
C 4.523 4.068 2.273
C 4.686 2.835 1.653
C 3.747 1.836 1.853
C 0.257 0.943 4.035
C 0.475 1.705 5.183
C -0.531 1.857 6.125
C -1.749 1.208 5.963
C -1.949 0.383 4.868
C -0.949 0.258 3.909
H 4.114 0.894 4.363
H 5.171 -0.564 6.033
H 4.193 -2.771 6.562
H 2.159 -3.531 5.372
H 1.094 -2.059 3.695
H 1.571 3.518 3.823
H 3.258 5.269 3.518
H 5.264 4.847 2.141
H 5.538 2.660 1.007
H 3.852 0.869 1.372
H 1.446 2.148 5.365
H -0.358 2.480 6.996
H -2.532 1.332 6.701
H -2.883 -0.148 4.737
H -1.085 -0.393 3.055
*
```

***

[4]
Entry from the Open Molecules 2025 dataset: a structure of composition C38H41FHgN9O5Si at a distorted geometry (the ωB97M-V functional and the def2-TZVPD basis).

Values from the calculation:
<S²>: 0.777
Electronic energy, a.u.: -2884.47217
HOMO-LUMO gap (alpha / beta), eV: 4.00 / 6.75

```
! wB97M-V def2-TZVPD RIJCOSX def2/J DEFGRID3
* xyz -2 2
Hg -0.654 -0.828 1.233
C 2.217 -2.416 1.234
Si 2.241 -1.275 2.743
C 2.598 -2.423 4.224
C 3.715 -0.092 2.504
N 0.757 -0.402 2.886
C 0.494 0.446 3.919
C 1.405 0.668 4.978
C 1.119 1.450 6.081
C -0.109 2.074 6.202
C -1.023 1.930 5.164
C -0.725 1.182 4.041
O -1.634 1.030 3.000
C -2.787 1.763 2.945
C -3.980 1.064 2.800
C -5.172 1.758 2.662
C -5.184 3.147 2.675
C -3.990 3.840 2.815
C -2.792 3.156 2.952
H 2.702 -3.368 1.457
H 2.712 -1.957 0.376
H 1.197 -2.657 0.933
H 3.541 -2.961 4.092
H 1.795 -3.159 4.297
H 2.648 -1.889 5.175
H 4.639 -0.628 2.272
H 3.899 0.531 3.382
H 3.495 0.573 1.667
H 2.370 0.186 4.916
H 1.862 1.565 6.864
H -0.366 2.658 7.077
H -1.991 2.403 5.248
H -3.924 -0.019 2.781
H -6.097 1.208 2.546
H -6.118 3.685 2.567
H -3.988 4.923 2.818
H -1.857 3.694 3.048
C 2.071 -4.359 -4.654
C 2.502 -2.895 -4.756
C 4.018 -2.809 -4.894
C 4.447 -1.355 -5.026
C 3.932 -0.578 -3.844
C 4.644 0.561 -3.398
C 4.178 1.233 -2.290
F 4.876 2.328 -1.865
C 3.052 0.853 -1.603
C 2.313 -0.279 -2.042
C 1.111 -0.641 -1.359
O 0.765 0.011 -0.305
C 0.325 -1.681 -1.992
C 0.829 -2.355 -3.052
N 2.073 -2.125 -3.594
C 2.788 -0.995 -3.177
C -1.109 -2.052 -1.621
O -1.820 -2.518 -2.518
O -1.512 -1.875 -0.418
H 2.620 -4.950 -5.389
H 1.008 -4.488 -4.845
H 2.290 -4.742 -3.656
H 2.052 -2.457 -5.661
H 4.333 -3.393 -5.762
H 4.479 -3.241 -4.001
H 4.056 -0.942 -5.965
H 5.537 -1.278 -5.070
H 5.539 0.888 -3.912
H 2.701 1.389 -0.732
H 0.219 -3.114 -3.511
C -1.334 1.252 -2.376
N -1.749 1.430 -0.988
C -3.205 1.395 -0.931
N -3.807 2.453 -1.767
C -3.343 2.259 -3.141
N -1.885 2.305 -3.252
C -1.427 3.595 -2.738
N -1.831 3.827 -1.350
C -1.284 2.729 -0.527
C -3.294 3.738 -1.291
H -1.675 0.278 -2.734
H -0.245 1.291 -2.438
H -3.536 1.547 0.096
H -3.548 0.418 -1.278
H -3.772 3.044 -3.774
H -3.688 1.285 -3.495
H -1.848 4.392 -3.362
H -0.336 3.633 -2.800
H -1.605 2.884 0.505
H -0.193 2.750 -0.568
H -3.717 4.536 -1.911
H -3.614 3.884 -0.256
O -2.440 -1.705 2.388
N -3.112 -2.732 2.041
C -2.503 -3.891 2.015
C -1.165 -4.151 2.437
N -0.127 -4.404 2.869
C -3.248 -5.039 1.625
N -3.805 -6.006 1.338
*
```

***

[5]
Entry from the Open Molecules 2025 dataset: a structure of composition C38H42BrN8O9STi at a distorted geometry (the ωB97M-V functional and the def2-TZVPD basis).

Values from the calculation:
<S²>: 0.772
Electronic energy, a.u.: -6410.19132
HOMO-LUMO gap (alpha / beta), eV: 4.08 / 6.79

```
! wB97M-V def2-TZVPD RIJCOSX def2/J DEFGRID3
* xyz -2 2
Ti 1.478 0.175 0.236
O 0.820 -1.158 1.531
N 1.646 -2.026 1.826
N 2.660 -2.045 1.026
O 2.673 -1.294 -0.078
C 3.806 -2.829 1.327
C 4.910 -2.716 0.497
C 6.046 -3.468 0.767
C 6.086 -4.325 1.855
C 4.975 -4.421 2.683
C 3.835 -3.678 2.429
H 4.867 -2.019 -0.330
H 6.911 -3.374 0.121
H 6.979 -4.899 2.067
H 4.999 -5.079 3.543
H 2.968 -3.733 3.073
O -0.157 2.294 -1.724
C -0.626 1.212 -1.433
O -0.291 0.545 -0.322
C -1.690 0.615 -2.288
C -2.174 -0.690 -2.110
C -3.202 -1.189 -2.887
C -3.791 -0.377 -3.883
C -3.266 0.917 -4.109
C -2.238 1.389 -3.325
N -4.878 -0.828 -4.612
O -5.419 -0.043 -5.474
O -5.321 -2.015 -4.406
H -1.719 -1.310 -1.352
H -3.584 -2.191 -2.753
H -3.704 1.516 -4.895
H -1.836 2.387 -3.467
Br 0.751 5.881 1.016
C 1.871 5.203 -0.370
C 2.455 6.097 -1.253
C 3.295 5.596 -2.238
C 3.536 4.232 -2.324
C 2.926 3.350 -1.443
C 2.076 3.841 -0.456
C 3.251 1.872 -1.604
O 4.341 1.599 -2.086
O 2.379 0.970 -1.263
H 2.249 7.156 -1.172
H 3.754 6.280 -2.944
H 4.202 3.829 -3.075
H 1.625 3.163 0.243
C 3.505 0.291 3.416
C 2.847 1.488 2.715
C 1.985 2.234 3.741
C 3.970 2.425 2.240
N 2.051 1.087 1.590
H 4.029 0.611 4.323
H 4.232 -0.176 2.744
H 2.747 -0.445 3.691
H 2.601 2.608 4.570
H 1.214 1.568 4.139
H 1.485 3.079 3.261
H 4.649 2.654 3.069
H 3.551 3.362 1.864
H 4.532 1.949 1.434
C 2.502 -5.087 -0.915
N 1.384 -4.539 -1.671
C 1.559 -4.445 -3.118
C 0.578 -3.647 -1.085
N -0.142 -2.896 -0.575
H 2.709 -6.094 -1.278
H 2.242 -5.140 0.139
H 3.403 -4.479 -1.021
H 1.757 -5.441 -3.513
H 2.393 -3.786 -3.380
H 0.650 -4.058 -3.571
C -4.712 -1.480 2.969
C -4.088 -1.934 1.651
C -2.691 -1.351 1.429
N -2.739 0.045 1.010
C -2.302 1.081 1.716
S -1.766 1.006 3.298
N -2.351 2.330 1.088
C -3.199 2.850 0.119
O -2.955 3.924 -0.387
C -4.453 2.101 -0.228
C -4.848 2.051 -1.557
C -5.998 1.364 -1.920
C -6.794 0.784 -0.941
C -6.442 0.901 0.400
C -5.268 1.546 0.755
H -5.718 -1.892 3.094
H -4.778 -0.391 3.014
H -4.097 -1.800 3.814
H -4.725 -1.631 0.814
H -4.019 -3.026 1.631
H -2.162 -1.908 0.656
H -2.099 -1.402 2.339
H -2.841 0.188 0.012
H -1.627 2.968 1.381
H -4.228 2.530 -2.304
H -6.256 1.261 -2.969
H -7.692 0.246 -1.222
H -7.075 0.475 1.171
H -4.982 1.627 1.798
*
```